No. 1
The following is a DFT calculation (ωB97M-V/def2-TZVPD) of one molecule with the formula C4H5NO.

HOMO level: -9.0896 eV
E_tot: -285.24176 hartree

Each line ends with the Mulliken charge.
Positions of all 11 atoms, in Å:
C  0.40108  -1.67038  -1.14509  -0.507
C  0.60219  -0.61213  -0.40812  0.205
C  -0.03955  0.24440  0.35232  0.239
C  0.19854  1.69337  0.61795  -1.004
N  -1.23137  -0.36117  0.96934  0.011
O  -1.43370  -1.52210  0.72820  -0.312
H  0.64407  -2.71904  -1.02029  0.284
H  0.00371  -1.32411  -2.09354  0.230
H  -0.43327  2.04613  1.43692  0.327
H  1.24817  1.86437  0.86203  0.299
H  -0.03756  2.29175  -0.27209  0.230

No. 2
The following is a DFT calculation (ωB97M-V/def2-TZVPD) of a 2-piece molecular cluster, C6H12 overall in a non-equilibrium geometry.

HOMO level: -9.5306 eV
E_tot: -235.74301 hartree

Each line ends with the Mulliken charge.
Positions of all 18 atoms, in Å:
C  0.70809  -4.97035  -2.18532  -0.685
C  0.27248  -5.17815  -0.94767  0.087
C  -0.99630  -4.64081  -0.31760  -0.918
H  1.59183  -5.48933  -2.57376  0.244
H  0.15122  -4.32621  -2.87537  0.227
H  0.83532  -5.77776  -0.22015  0.259
H  -1.83922  -5.35219  -0.31110  0.240
H  -1.30308  -3.73686  -0.87021  0.282
H  -0.76803  -4.35628  0.72333  0.264
C  0.30576  3.66112  0.32324  -0.719
C  0.23679  4.99703  0.56151  0.073
C  -0.01238  5.68249  1.89422  -0.888
H  0.48805  3.26878  -0.68377  0.244
H  0.11853  2.93822  1.12548  0.234
H  0.40212  5.65096  -0.30489  0.267
H  0.17648  5.02856  2.76216  0.294
H  -1.04674  6.06037  1.95690  0.240
H  0.67915  6.54040  1.94303  0.256

No. 3
The following is a DFT calculation (ωB97M-V/def2-TZVPD) of C46H44AlNO9PSSi as an isolated structure in a non-equilibrium geometry.

HOMO level: -6.2975 eV
total charge: -1
E_tot: -3783.17554 hartree

Each line ends with the Mulliken charge.
Positions of all 104 atoms, in Å:
Al  0.29301  -0.40648  -1.33681  -0.272
O  2.33193  1.36173  -3.76557  -0.751
S  2.18789  0.90517  -2.42272  1.379
O  1.06337  1.40056  -1.59024  -0.657
O  2.13630  -0.57066  -2.25978  -0.872
C  3.59404  1.49109  -1.49633  0.187
C  4.54107  2.30801  -2.09235  -0.818
C  5.52691  2.88731  -1.31321  -0.679
C  5.55199  2.65031  0.05514  -0.839
C  4.60675  1.82427  0.63891  -0.097
C  3.60872  1.22712  -0.12812  -1.008
P  2.32368  0.13692  0.65628  2.339
C  1.82329  1.36103  1.94277  0.627
C  2.32081  1.40897  3.24111  -0.349
C  1.85380  2.36185  4.13521  -0.886
C  0.89686  3.28264  3.73648  -0.680
C  0.41950  3.26283  2.43407  -0.405
C  0.88032  2.30825  1.54360  -0.902
C  3.46794  -0.97667  1.56790  0.524
C  4.73246  -1.29052  1.07387  -1.065
C  5.53567  -2.21035  1.72643  -0.669
C  5.08626  -2.84208  2.87638  -0.711
C  3.81723  -2.56214  3.35783  -0.506
C  3.01014  -1.64882  2.69835  -0.490
H  4.47457  2.48883  -3.15712  0.598
H  6.26853  3.53544  -1.76141  0.392
H  6.30777  3.11649  0.67472  0.427
H  4.64393  1.63517  1.70376  0.436
H  3.07110  0.69851  3.56251  0.464
H  2.23435  2.37391  5.14949  0.402
H  0.52579  4.01640  4.44138  0.401
H  -0.31365  3.99079  2.10736  0.384
H  0.50452  2.28602  0.53066  0.318
H  5.08490  -0.83123  0.16047  0.473
H  6.51385  -2.44853  1.32772  0.402
H  5.71980  -3.55352  3.39102  0.380
H  3.44782  -3.07033  4.24029  0.429
H  2.00431  -1.46106  3.05493  0.212
C  1.57223  -4.95313  -1.97619  -1.862
C  1.69950  -4.07995  -0.72239  1.983
C  1.93832  -4.93302  0.51544  -1.557
O  2.77581  -3.17900  -0.86973  -0.569
C  0.34893  -3.33219  -0.56975  0.253
O  -0.62623  -3.92877  -0.16281  -0.721
O  0.35523  -2.09123  -0.94511  0.868
H  2.44546  -5.60107  -2.06775  0.455
H  1.50518  -4.31586  -2.85911  0.333
H  0.67199  -5.56429  -1.91280  0.313
H  2.81064  -5.57266  0.37152  0.443
H  1.05588  -5.54352  0.69370  0.309
H  2.11056  -4.28993  1.37735  0.193
H  2.45152  -2.43567  -1.39667  0.069
O  -0.58349  1.98564  -3.71869  -0.630
C  -1.03454  0.86479  -3.77666  0.424
N  -0.65332  -0.27542  -3.06704  1.693
C  -1.34440  -1.37219  -3.56926  -0.173
O  -1.15440  -2.53245  -3.28251  -0.680
C  -2.33004  -0.88770  -4.59190  0.513
C  -3.26308  -1.55216  -5.36012  -0.568
C  -4.02164  -0.79632  -6.24894  -0.501
C  -3.84864  0.58032  -6.34901  -0.526
C  -2.90129  1.24059  -5.57205  -0.490
C  -2.14545  0.47545  -4.70937  0.198
H  -3.40361  -2.62103  -5.26325  0.488
H  -4.75986  -1.28380  -6.87386  0.403
H  -4.45955  1.14241  -7.04473  0.403
H  -2.75097  2.31010  -5.64168  0.511
C  -3.40294  -1.97896  0.65087  -1.963
C  -3.68993  -0.55075  0.17318  2.962
C  -4.98929  -0.05912  0.82098  -1.803
C  -3.86184  -0.56437  -1.34846  -1.798
Si  -2.20248  0.55503  0.63439  -1.254
O  -0.90047  0.13624  -0.19476  -1.196
C  -2.54878  2.38796  0.28300  1.484
C  -3.49396  3.16829  0.95457  -0.820
C  -3.64287  4.51989  0.67785  -1.070
C  -2.85622  5.12236  -0.29437  -0.647
C  -1.93357  4.36028  -0.99621  -1.229
C  -1.78153  3.01268  -0.70332  0.327
C  -1.89034  0.28102  2.48831  1.328
C  -2.61062  0.90664  3.50609  -0.240
C  -2.37156  0.62677  4.84395  -0.808
C  -1.40230  -0.29959  5.19683  -0.808
C  -0.68474  -0.94465  4.19999  -0.828
C  -0.92664  -0.65572  2.86586  0.627
H  -4.23405  -2.64220  0.38746  0.510
H  -3.26998  -2.01052  1.73535  0.298
H  -2.49746  -2.37674  0.18867  0.383
H  -5.82081  -0.72092  0.55591  0.485
H  -5.23889  0.94948  0.48037  0.348
H  -4.90076  -0.04635  1.91126  0.340
H  -4.70183  -1.20635  -1.63391  0.569
H  -2.95950  -0.95335  -1.81945  0.174
H  -4.04566  0.44254  -1.73658  0.325
H  -4.13486  2.71770  1.70282  0.289
H  -4.37160  5.10897  1.22298  0.416
H  -2.96953  6.17823  -0.50968  0.368
H  -1.32512  4.80898  -1.77201  0.496
H  -1.04941  2.43475  -1.24902  0.486
H  -3.37934  1.62744  3.25837  0.064
H  -2.94931  1.12498  5.61395  0.412
H  -1.21343  -0.52112  6.24028  0.359
H  0.06439  -1.68051  4.47013  0.448
H  -0.37111  -1.16423  2.08272  0.275

No. 4
The following is a DFT calculation (ωB97M-V/def2-TZVPD) of a 2-piece molecular cluster, C5H11NO2 overall in a non-equilibrium geometry.

HOMO level: -9.0816 eV
E_tot: -402.32220 hartree

Each line ends with the Mulliken charge.
Positions of all 19 atoms, in Å:
O  -0.97900  0.47120  -2.32329  -0.478
C  0.09458  0.17506  -1.85577  -0.292
C  0.20477  -0.63301  -0.55739  0.272
C  -0.46196  0.15694  0.56877  -0.665
C  0.71549  0.80251  1.34364  -0.461
C  2.00244  0.20065  0.71927  -0.684
N  1.59545  -0.84435  -0.21808  -0.482
H  1.01931  0.39171  -2.42280  0.364
H  -0.31531  -1.55632  -0.80966  0.401
H  -1.26265  0.77505  0.19019  0.343
H  -0.93681  -0.48354  1.31345  0.241
H  0.77570  1.87926  1.17812  0.256
H  0.59314  0.61218  2.40469  0.315
H  2.68107  -0.18312  1.48198  0.332
H  2.56730  0.97296  0.19278  0.254
H  1.78360  -1.77446  0.09909  0.292
O  -3.42070  -0.18303  -0.11521  -0.637
H  -3.11983  0.33193  -0.86521  0.325
H  -3.53662  -1.11164  -0.32458  0.305

No. 5
The following is a DFT calculation (ωB97M-V/def2-TZVPD) of C8H15O5Pm as an isolated structure in a non-equilibrium geometry.

HOMO level (spin up / spin down): -18.6929 / -18.8166 eV
total charge: +3
multiplicity: 6
E_tot: -1296.96725 hartree

Each line ends with the Mulliken charge.
Positions of all 29 atoms, in Å:
C  -3.23404  -1.37505  -1.16712  0.072
O  -3.28286  -0.50730  -0.28853  -0.065
C  -2.92062  -0.78842  1.10851  -0.472
C  -2.27880  0.44210  1.68865  -0.744
O  -1.00209  0.70311  1.09182  -0.265
C  -0.89020  1.90290  0.31698  -0.200
C  0.00520  1.71070  -0.88870  0.164
O  0.36552  2.64135  -1.54190  -0.322
H  -2.88047  -2.39183  -0.94380  0.331
H  -3.49063  -1.05787  -2.18359  0.321
H  -2.25870  -1.66320  1.11877  0.403
H  -3.86468  -1.00344  1.62232  0.424
H  -2.92597  1.32032  1.58031  0.469
H  -2.13608  0.26340  2.76180  0.426
H  -0.49789  2.70796  0.95381  0.359
H  -1.88038  2.19084  -0.06183  0.484
O  2.75683  1.02710  1.12590  -0.600
C  3.59782  0.66115  0.07985  -0.176
C  3.48698  -0.82914  -0.23538  -0.465
O  2.09264  -1.21723  -0.19151  -0.408
C  1.36433  -1.12635  -1.38777  -0.580
Pm  1.21079  -0.22338  1.80138  1.904
H  4.66337  0.87914  0.27715  0.402
H  3.31365  1.22427  -0.83293  0.266
H  3.97328  -1.42395  0.55060  0.242
H  3.89985  -1.09801  -1.21658  0.423
H  1.58619  -2.13276  -1.77340  0.372
H  0.46861  -1.14824  -2.01392  0.444
H  0.75834  0.31183  -1.35090  -0.209

No. 6
The following is a DFT calculation (ωB97M-V/def2-TZVPD) of an isolated ion of composition C8H16N4O and charge +2 in a non-equilibrium geometry.

HOMO level: -17.4749 eV
total charge: +2
E_tot: -607.93050 hartree

Each line ends with the Mulliken charge.
Positions of all 29 atoms, in Å:
C  -0.68946  0.62165  2.69601  -0.423
C  1.30835  -0.34359  1.78472  0.283
C  -1.23061  -0.10648  -2.24088  -0.758
C  -0.60935  1.26251  -1.82584  -0.735
C  -0.95110  -1.22141  -1.21373  -0.730
C  0.92226  1.14249  -1.65210  -0.907
C  0.48525  -1.16731  -0.86091  -0.754
C  0.91630  0.16869  -0.55399  0.512
N  1.13375  0.58604  0.68607  0.619
N  0.52446  -0.17704  2.80924  -0.044
N  -1.44353  0.68470  3.79498  -0.212
N  2.40300  -1.16442  1.59832  -0.293
O  1.37333  1.88103  1.00997  -0.441
H  -2.20343  -0.00492  -2.51899  0.445
H  -0.65467  -0.49926  -3.08603  0.334
H  -0.71722  1.98431  -2.62525  0.445
H  -0.99790  1.81197  -1.04866  0.459
H  -1.52586  -1.08518  -0.22504  0.299
H  -1.26010  -2.23515  -1.64246  0.370
H  1.29705  0.78706  -2.62986  0.349
H  1.53304  2.02004  -1.36387  0.412
H  0.40326  -1.82096  -0.01920  0.405
H  1.20670  -1.69541  -1.46225  0.462
H  0.68319  -0.81182  3.69755  0.421
H  -2.37327  1.19938  3.69095  0.357
H  -1.04696  0.47813  4.71415  0.240
H  2.72060  -1.22192  0.63511  0.244
H  2.65593  -1.93680  2.19699  0.256
H  0.57367  2.22322  1.41283  0.386

Question: Which formula does entry 3 have?
Answer: C46H44AlNO9PSSi

Question: Look up the E_tot of the third one.
Answer: -3783.17554 hartree

Question: The highest E_tot belongs to which entry?
Answer: C6H12